Below is the ion C4H8NO with charge +1, with properties calculated with the ωB97M-V functional and the def2-TZVPD basis.

HOMO energy ... -15.47 eV
Calculated total energy ... -286.7642 hartree
Structure (SMILES) ... COC1=[N+](C)C1
Frontier orbital gap ... 10.308 eV
ΔE to the lowest compared entry with this formula, charge and spin ... 111.9 kcal per mole

```
! RIJCOSX wB97M-V def2-TZVPD def2/J DEFGRID3
* xyz 1 1
C 0.30 0.86 1.12
H -2.31 1.12 -1.81
H 1.80 -2.10 1.74
N 0.58 -0.64 0.83
H -0.78 2.25 -1.50
H 0.22 -2.55 1.61
H 1.06 -2.27 0.11
C 0.11 0.16 -0.11
H -0.37 0.97 1.97
H -0.94 1.28 -2.95
C -1.21 1.28 -1.95
O -0.59 0.08 -1.54
C 0.91 -1.94 1.08
H 1.21 1.50 1.38
*
```